# 1
{"formula": "C2H8O4", "method": "ωB97M-V/def2-TZVPD", "symbols": ["O", "O", "O", "O", "C", "C", "H", "H", "H", "H", "H", "H", "H", "H"], "positions_angstrom": [[1.3168, -0.0263, 0.8635], [-0.0155, 0.0297, 3.6476], [-0.5206, -0.9207, 0.0044], [-2.2826, 0.0618, -2.3769], [0.5764, -0.4511, -0.1870], [1.2220, 0.0398, -1.4507], [-0.8842, -0.2540, 3.2604], [-2.8546, 0.5892, -1.8217], [0.9909, -0.1140, 1.7564], [1.9231, 0.8246, -1.2080], [-0.1609, 0.9609, 3.4322], [1.7412, -0.8110, -1.8397], [0.7280, 0.6594, -2.1983], [-1.7800, -0.5884, -1.8822]], "nbo_charge": [-0.72, -0.93, -0.62, -0.97, 0.81, -0.75, 0.48, 0.47, 0.52, 0.24, 0.47, 0.24, 0.26, 0.49], "smiles": "CC(=O)O.O.O", "charge": 0, "gap_ha": 0.410, "total_energy_ha": -381.96045, "de_lowest_kcal_mol": 23.5}


# 2
{"formula": "C2H8OP2", "method": "ωB97M-V/def2-TZVPD", "symbols": ["P", "P", "O", "C", "C", "H", "H", "H", "H", "H", "H", "H", "H"], "positions_angstrom": [[2.0531, 0.3625, 0.1807], [-0.0613, -1.7548, 0.0102], [-1.8788, 0.6242, 0.2372], [-0.6149, 1.0107, 0.6393], [0.3920, -0.0038, 0.3082], [2.5548, -0.8433, -0.3753], [-0.2064, -2.0635, 1.2689], [-0.1694, 1.9956, 0.0802], [-1.8634, 0.8019, -0.6977], [-0.2012, -0.6073, -2.0800], [-0.7442, 1.0919, 1.6776], [2.1784, 1.0851, -1.1508], [-1.4387, -1.6992, -0.0984]], "nbo_charge": [0.36, 0.31, -0.69, -0.14, -0.60, 0.00, -0.06, 0.16, 0.47, 0.00, 0.21, 0.00, 0.00], "charge": 0, "gap_ha": [0.247, 0.313], "total_energy_ha": -838.70124, "de_lowest_kcal_mol": 115.6}